Molecular formula: C11H16OSi
Method: DFT, ωB97M-V/def2-TZVPD

Computed properties:
Highest occupied orbital energy: -9.12 eV
Calculated total energy: -793.39531 a.u.
HOMO-LUMO gap: 10.0 eV
SMILES: C[C@H]1O[C@@H]1[Si](C)(C)c1ccccc1

Cartesian coordinates (Å):
C: 2.6712 2.5772 -0.2912
C: 2.1894 1.0999 -0.6169
O: 3.0511 0.0501 -0.4767
C: 1.9020 0.1099 0.3949
Si: 0.4759 -1.2678 0.2055
C: 1.0345 -2.0789 -1.4411
C: 0.2236 -2.3294 1.8554
C: -1.1513 -0.3486 0.0769
C: -1.2431 0.7974 0.8085
C: -2.3982 1.5958 0.7496
C: -3.4413 1.2214 -0.1421
C: -3.3603 0.0504 -0.8831
C: -2.2322 -0.7036 -0.7896
H: 2.8191 2.7426 0.8797
H: 1.8497 3.2169 -0.5354
H: 3.5823 2.8668 -0.9052
H: 1.5139 1.1082 -1.5889
H: 2.2473 0.3240 1.4689
H: 1.6089 -2.9806 -1.2784
H: 0.1617 -2.4425 -2.1811
H: 1.6269 -1.3581 -1.9263
H: 0.9722 -2.0021 2.5389
H: -0.8161 -2.2657 2.2844
H: 0.3484 -3.4247 1.7318
H: -0.5877 0.8603 1.6666
H: -2.3482 2.3076 1.5378
H: -4.3077 1.8280 -0.0717
H: -4.1848 -0.1480 -1.5547
H: -2.2075 -1.4062 -1.5165